No. 1
ORCA calculation (ωB97M-V/def2-TZVPD) on a 2-piece molecular cluster, CH3NOS overall.

```
! wB97M-V def2-TZVPD RIJCOSX def2/J DEFGRID3
* xyz 0 1
O -1.457 1.000 0.835
C -1.438 -0.148 0.965
S -1.553 -1.639 1.319
N 1.111 0.045 -0.555
H 0.034 0.283 -0.723
H 1.708 0.913 -0.547
H 1.594 -0.454 -1.292
*
```

## Properties
**SMILES**: O=C=S.N
**Maximum force**: 0.07508 Eh/bohr
**Gap between HOMO and LUMO**: 0.394 Ha

No. 2
ORCA calculation (ωB97M-V/def2-TZVPD) on a 2-piece molecular cluster, C2H9N5 overall.

```
! wB97M-V def2-TZVPD RIJCOSX def2/J DEFGRID3
* xyz 2 1
C -1.226 0.601 -0.124
C 1.454 -0.093 -1.083
N -1.629 -0.476 0.204
N 1.019 0.329 0.179
N -1.387 1.817 -0.429
N -1.504 -1.676 0.675
N 1.527 -0.161 1.261
H 0.547 0.077 -1.719
H 1.920 0.829 -1.652
H 2.136 -0.995 -1.223
H -2.383 2.076 -0.737
H -0.840 2.684 -0.494
H -1.600 -2.414 -0.030
H -1.722 -1.968 1.737
H 1.410 0.282 2.243
H 2.278 -0.912 1.193
*
```

## Properties
**Maximum force**: 0.09140 Eh/bohr
**Gap between HOMO and LUMO (spin up / spin down)**: 0.297 / 0.297 Ha

No. 3
ORCA calculation (ωB97M-V/def2-TZVPD) on C36H35N3PtS2 as an isolated structure.

```
! wB97M-V def2-TZVPD RIJCOSX def2/J DEFGRID3
* xyz -2 1
Pt -1.760 -0.460 0.412
C -2.903 -2.241 4.642
C -2.743 -1.997 3.161
S -1.892 -0.528 2.816
C -3.200 -2.874 2.235
C -4.084 -4.038 2.614
S -2.822 -2.793 0.542
H -2.337 -1.481 5.175
H -2.499 -3.222 4.906
H -3.945 -2.187 4.968
H -4.183 -4.129 3.695
H -3.684 -4.973 2.219
H -5.082 -3.898 2.192
C 5.412 0.312 -0.253
C 5.020 -0.679 -1.311
C 5.962 -1.251 -2.134
C 5.626 -2.191 -3.108
C 4.277 -2.575 -3.229
C 3.317 -2.026 -2.416
C 3.647 -1.062 -1.453
N 2.712 -0.515 -0.573
C 1.334 -0.427 -0.650
N 0.822 -0.318 -1.905
C -0.490 -0.291 -2.405
C -1.649 -0.393 -1.605
C -2.874 -0.417 -2.272
C -2.987 -0.293 -3.645
C -1.845 -0.147 -4.407
C -0.596 -0.165 -3.807
C 0.618 -0.024 -4.693
N 0.629 -0.343 0.438
C 1.181 -0.480 1.706
C 1.237 -1.745 2.299
C 1.630 -1.901 3.613
C 2.028 -0.799 4.351
C 2.011 0.454 3.759
C 1.589 0.642 2.454
C 1.504 2.012 1.853
H 6.461 0.585 -0.357
H 5.270 -0.106 0.748
H 4.809 1.218 -0.323
H 7.003 -0.967 -2.016
H 6.385 -2.635 -3.741
H 4.000 -3.330 -3.951
H 2.294 -2.364 -2.492
H 3.059 -0.345 0.361
H 1.545 -0.278 -2.607
H -3.779 -0.534 -1.690
H -3.961 -0.291 -4.116
H -1.928 -0.025 -5.482
H 0.310 0.045 -5.738
H 1.283 -0.886 -4.602
H 1.179 0.880 -4.446
H 0.901 -2.594 1.719
H 1.621 -2.883 4.067
H 2.319 -0.907 5.389
H 2.337 1.316 4.331
H 1.820 2.779 2.560
H 0.472 2.204 1.559
H 2.123 2.095 0.958
C -1.027 5.089 -0.460
C -0.276 3.932 -0.635
C -0.855 2.693 -0.462
C -2.206 2.557 -0.073
C -2.775 1.301 0.248
C -4.127 1.246 0.549
C -4.921 2.390 0.559
C -4.365 3.627 0.310
C -2.996 3.741 0.014
C -2.375 4.995 -0.179
H -0.559 6.065 -0.551
H 0.771 4.008 -0.900
H -0.279 1.792 -0.602
H -4.590 0.296 0.802
H -5.978 2.313 0.792
H -4.969 4.526 0.364
H -2.979 5.891 -0.087
*
```

## Properties
**Maximum force**: 0.04692 Eh/bohr
**Gap between HOMO and LUMO**: 0.117 Ha

No. 4
ORCA calculation (ωB97M-V/def2-TZVPD) on C37H49AuClN2PSSi as an isolated structure.

```
! wB97M-V def2-TZVPD RIJCOSX def2/J DEFGRID3
* xyz 0 3
Au 0.174 0.064 0.164
C 1.014 3.807 0.725
C 1.549 2.966 1.886
C 0.585 2.997 3.072
P 1.871 1.261 1.317
C 2.572 0.301 2.722
C 3.291 -0.936 2.182
C 3.491 1.106 3.642
C 3.140 1.415 0.051
C 4.328 2.123 0.256
C 5.296 2.246 -0.723
C 6.563 3.031 -0.501
C 5.030 1.622 -1.947
C 3.867 0.923 -2.186
C 2.877 0.792 -1.184
N 1.725 0.076 -1.368
C 1.419 -0.428 -2.650
C 0.790 0.381 -3.602
C 0.501 1.822 -3.283
C 0.418 -0.175 -4.822
C 0.663 -1.512 -5.121
C 0.281 -2.090 -6.460
C 1.290 -2.294 -4.158
C 1.668 -1.777 -2.924
C 2.306 -2.644 -1.874
H 0.838 4.831 1.061
H 0.063 3.404 0.368
H 1.708 3.835 -0.115
H 2.520 3.362 2.197
H -0.410 2.670 2.770
H 0.501 4.015 3.456
H 0.900 2.354 3.896
H 1.692 -0.033 3.282
H 4.211 -0.647 1.671
H 2.669 -1.502 1.484
H 3.550 -1.595 3.013
H 4.404 1.401 3.122
H 3.789 0.482 4.488
H 3.021 2.002 4.045
H 4.498 2.613 1.211
H 6.678 3.300 0.550
H 6.573 3.958 -1.080
H 7.445 2.459 -0.794
H 5.764 1.696 -2.744
H 3.699 0.460 -3.150
H 1.419 2.374 -3.065
H -0.126 1.907 -2.391
H -0.006 2.311 -4.114
H -0.079 0.452 -5.557
H -0.564 -1.558 -6.896
H 0.010 -3.143 -6.373
H 1.110 -2.026 -7.169
H 1.474 -3.345 -4.364
H 2.344 -3.684 -2.199
H 1.753 -2.589 -0.933
H 3.325 -2.314 -1.655
C -2.520 -4.529 2.936
Si -1.575 -5.160 1.471
C -2.456 -6.663 0.806
C 0.160 -5.621 1.946
C -1.512 -3.896 0.079
C -1.989 -4.207 -1.188
C -1.914 -3.301 -2.247
C -1.352 -2.072 -2.000
N -0.897 -1.742 -0.787
C -0.956 -2.609 0.235
S -0.281 -1.974 1.721
H -2.697 -5.355 3.631
H -3.489 -4.121 2.635
H -1.972 -3.741 3.458
H -2.561 -7.409 1.598
H -1.910 -7.131 -0.018
H -3.460 -6.412 0.452
H 0.165 -6.421 2.691
H 0.680 -4.757 2.364
H 0.718 -5.965 1.072
H -2.432 -5.180 -1.365
H -2.274 -3.549 -3.236
H -1.242 -1.324 -2.777
Cl -2.166 0.421 3.492
C -3.097 -0.324 2.219
C -3.997 -1.315 2.564
C -4.732 -1.952 1.576
C -4.562 -1.583 0.245
C -3.660 -0.589 -0.080
C -2.893 0.072 0.893
C -1.909 1.060 0.487
H -4.107 -1.589 3.605
H -5.432 -2.732 1.845
H -5.130 -2.072 -0.536
H -3.519 -0.308 -1.118
H -1.655 1.835 1.198
H -2.046 1.422 -0.530
*
```

## Properties
**Maximum force**: 0.01160 Eh/bohr
**Gap between HOMO and LUMO (spin up / spin down)**: 0.266 / 0.189 Ha